Molecular formula: C17H40NbO4S
Method: DFT, ωB97M-V/def2-TZVPD

The geometry in XYZ format:
```
63
Properties=species:S:1:pos:R:3:forces:R:3
Nb 0.970579 -2.956984 2.374878 0.42 1.18 -2.25
S 2.054076 -3.692234 0.209045 -0.24 -0.09 -0.07
O 2.375024 -1.286564 -5.565893 -0.06 0.05 0.01
O 0.817231 -0.483813 -3.194189 0.01 0.01 -0.22
O -5.232950 1.484047 0.286326 0.05 -0.24 0.67
O -4.134297 0.546397 2.031357 -0.72 0.05 0.17
C -2.985048 -1.280742 0.903243 0.08 0.07 0.22
C -4.287247 -0.791128 1.504493 0.42 -0.37 -0.13
C 2.900662 -0.599139 -4.438244 0.07 -0.15 -0.05
C -4.843783 1.516036 1.435108 -0.02 0.23 -0.71
C 1.689921 3.764168 1.724785 -0.57 0.08 0.58
C -0.115503 -1.512640 -3.471364 -0.06 -0.03 0.14
C 1.552924 -0.756408 2.182366 -0.58 -0.41 0.64
C 1.507386 -0.493167 -6.348843 0.00 -0.04 0.00
C 2.160660 -0.936212 -3.163557 -0.07 0.12 0.20
C 1.755613 2.932878 3.028782 0.37 0.10 -0.76
C 2.095611 1.008303 0.371256 -0.23 -0.40 -0.41
C 1.181081 -0.159678 0.812166 0.39 0.09 0.32
C 1.334952 2.161647 -0.284340 -0.08 -0.25 0.21
C -5.070262 2.692216 2.349654 0.54 -0.36 -0.07
C -1.967829 -1.800609 1.929327 0.66 -0.06 -0.42
C 0.742027 3.204960 0.662022 0.33 0.31 -0.37
C -1.030633 -2.862473 1.307412 -0.42 -0.56 0.56
H -1.336960 -0.971245 2.251583 -0.19 0.24 0.27
H 3.270617 -3.134030 0.197883 0.05 0.05 0.28
H -2.539885 -0.451390 0.353431 0.01 0.04 -0.20
H 2.722562 1.322047 1.200368 0.00 0.23 0.10
H 2.680189 3.934617 1.306993 0.14 -0.04 -0.08
H -0.169920 2.840314 1.134408 -0.03 -0.16 0.15
H 1.976227 2.646763 -1.021708 0.11 0.23 0.05
H 2.504194 -3.345606 3.336266 -0.33 -0.51 0.19
H 2.704612 2.407186 3.086220 0.00 -0.19 0.19
H -5.735815 3.392335 1.866419 -0.11 0.14 0.03
H 0.964261 2.190090 3.011278 -0.07 -0.12 0.27
H -4.550042 -1.410016 2.360573 -0.03 0.02 0.14
H -1.064101 -1.038755 -3.721871 0.01 0.04 0.03
H 0.995304 -0.218731 2.951950 0.29 0.21 0.19
H -0.832445 -2.536267 0.280046 0.40 -0.02 -0.08
H 0.433255 4.046968 0.037478 -0.17 0.02 -0.06
H 0.971853 -1.159300 -7.024183 0.03 -0.02 -0.02
H -2.453470 -2.191271 2.820680 -0.10 -0.09 0.08
H 1.667844 3.563934 3.907101 -0.09 0.03 0.15
H -0.259759 -2.147220 -2.590655 0.02 -0.04 -0.02
H -1.566685 -3.809393 1.218702 -0.10 -0.05 -0.08
H 0.537343 -4.689996 2.829669 0.05 0.25 0.72
H 0.203980 -2.133722 -4.312082 0.02 0.00 -0.01
H 0.511999 1.723075 -0.851568 -0.01 -0.02 -0.21
H 0.151203 0.197579 0.856107 -0.16 -0.02 -0.04
H 2.652488 -0.425868 -2.330175 0.04 -0.04 0.01
H -4.099857 3.148652 2.538978 0.03 0.17 0.01
H 1.296834 4.743354 2.003539 0.09 0.17 -0.09
H 2.776401 0.611183 -0.383895 0.21 -0.02 0.04
H 3.945443 -0.906529 -4.330939 0.00 0.02 0.02
H -5.106888 -0.838068 0.794933 -0.04 0.33 -0.14
H -5.437054 2.345776 3.310126 -0.19 0.03 0.07
H -3.175267 -2.063935 0.170033 -0.23 -0.13 0.01
H 0.108468 -2.507377 3.919599 0.12 -0.15 -0.11
H 1.227029 -0.915771 0.029549 -0.18 -0.07 -0.15
H 2.880542 0.482277 -4.609129 -0.02 0.02 0.00
H 2.618045 -0.660498 2.397471 0.14 0.08 0.02
H 2.200294 -2.010753 -2.963821 0.01 -0.02 -0.01
H 2.076007 0.230451 -6.945681 -0.03 0.04 0.02
H 0.780956 0.040277 -5.731467 0.00 0.01 0.00
```
Positions in Å, forces in eV/Å.

Values from the calculation:
Charge: -1
Spin multiplicity: 1

Molecular formula: C17H41BCl2O11P2SSi2
Method: DFT, ωB97M-V/def2-TZVPD

The geometry in XYZ format:
```
77
Properties=species:S:1:pos:R:3:forces:R:3
Cl 2.530804 2.994112 0.012425 -0.01 0.04 0.04
Cl 0.418739 0.756348 -0.249313 0.21 -0.09 0.12
S 4.973350 -3.285170 -3.860450 -0.15 0.00 -0.32
P -4.637937 0.357563 -3.041165 -1.32 -0.11 -3.59
P -5.136591 2.637543 3.993938 -0.14 4.05 -0.39
Si 2.165957 -1.411859 0.981924 -1.80 -1.66 1.00
Si 4.080902 -2.261844 -1.064038 0.36 -0.57 -1.19
O -5.696542 0.835509 -1.964220 1.44 0.16 1.30
O -5.452946 1.858484 2.647650 -0.21 -1.79 1.14
O 2.611873 -2.388213 -0.267213 0.81 0.71 0.30
O -6.356361 3.677118 3.869327 0.12 -0.06 -0.03
O -3.064343 0.642450 -3.017485 -0.29 0.50 1.98
O -5.468775 2.146347 5.479444 -0.29 -1.89 -0.88
O 3.151347 -0.384607 -3.044551 -0.26 0.50 0.87
O -4.928651 -1.006061 -3.484919 0.13 -0.23 0.62
O 5.265599 0.316921 -2.106758 -0.23 -0.02 0.70
O -5.000033 1.478732 -4.136239 -0.07 -0.18 0.03
O -3.829329 3.291246 3.921994 0.34 -0.69 -0.01
C 0.462503 -1.979844 1.509266 0.11 0.84 -0.42
C 7.339696 -4.320536 -2.770774 0.42 0.24 0.10
C -4.587624 1.274887 -5.487067 0.13 0.09 -0.08
C -5.071457 0.825312 5.895467 0.27 0.10 0.18
C 2.685487 0.940420 -3.310407 -0.32 -0.33 -0.54
C 6.693134 -3.063136 -3.341741 -0.22 -0.40 0.27
C 2.879796 1.379404 0.544844 0.03 -0.48 0.03
C -6.320112 4.874797 4.645954 -0.11 0.03 0.14
C -6.505171 0.862394 2.689184 -0.08 0.14 -0.08
C 3.253821 -1.573912 2.485588 -0.30 -0.53 0.48
C 4.255306 1.213749 1.138821 -0.13 0.66 0.02
C 2.951040 -0.827068 3.590470 -0.09 -0.37 -0.31
C -5.406884 1.976492 -1.130543 0.01 0.11 -0.03
C 1.978008 0.394749 0.447796 0.45 0.33 -0.20
C 4.092853 -3.676462 -2.329781 0.17 0.19 0.69
C -2.313772 0.360142 -1.819105 -0.02 -0.26 -0.12
C 5.571016 -2.548217 0.041528 -0.45 0.08 0.37
B 4.196864 -0.563948 -2.185301 0.05 -0.27 -0.31
H 2.995287 1.241370 -4.310344 0.17 0.19 0.08
H 8.425019 -4.192745 -2.793101 0.03 -0.07 0.02
H 5.811416 -1.722061 0.710891 0.08 0.08 -0.08
H -4.520437 0.212510 -5.720735 -0.03 -0.01 0.03
H -1.284033 0.646131 -1.999554 -0.12 0.01 -0.22
H -3.621383 1.751469 -5.659655 0.02 -0.03 0.03
H 7.221097 -2.770334 -4.247582 -0.12 0.13 -0.07
H 5.410248 -3.423520 0.676182 0.06 -0.10 -0.08
H -5.241140 2.865997 -1.738469 0.00 -0.04 -0.04
H 6.418162 -2.739853 -0.613084 0.11 0.04 0.08
H 4.781563 0.337806 0.768759 -0.05 -0.10 0.08
H 3.055717 -3.875072 -2.601197 0.02 -0.05 -0.19
H -2.697647 0.935844 -0.975437 0.09 -0.02 -0.03
H -6.626329 0.456164 1.689614 0.13 0.05 -0.04
H 0.120705 -1.328326 2.317623 -0.06 -0.20 0.16
H -6.849627 4.726257 5.588121 0.03 -0.03 0.01
H -6.825329 5.649525 4.073851 0.01 -0.02 -0.03
H -2.354023 -0.705054 -1.585845 0.01 0.00 -0.01
H -3.985555 0.728295 5.863671 -0.01 0.00 -0.01
H 7.082039 -4.487234 -1.725390 -0.20 -0.10 -0.04
H 7.095913 -5.209199 -3.349349 -0.10 0.02 -0.04
H 4.840677 2.103196 0.912112 0.13 -0.11 -0.17
H -5.414029 0.691457 6.916918 -0.02 0.07 0.00
H 2.001103 -0.997323 4.097102 -0.77 1.49 -0.91
H 4.493226 -4.574361 -1.851667 -0.06 -0.15 -0.19
H 6.745307 -2.235927 -2.634183 0.17 0.10 -0.09
H -6.262961 2.142697 -0.483761 -0.06 -0.09 -0.05
H 4.174750 1.194236 2.222979 0.08 -0.21 0.04
H 5.036500 1.222201 -1.874578 0.09 0.19 -0.41
H 3.611134 -0.072964 4.015296 0.71 -1.22 1.10
H -5.293646 5.181763 4.844770 0.01 -0.02 -0.04
H 2.986666 1.663817 -2.552893 0.18 0.03 -0.06
H -5.332002 1.740093 -6.129494 -0.02 0.00 0.02
H -7.444196 1.317930 3.004708 0.03 0.03 0.02
H -4.531420 1.779764 -0.511616 -0.10 0.09 0.05
H -5.528481 0.060535 5.267257 0.01 0.03 0.09
H 1.596889 0.904459 -3.299394 -0.02 -0.01 0.02
H -0.228602 -1.810081 0.682982 -0.13 -0.30 0.03
H 0.476626 -3.022396 1.813634 -0.04 -0.03 0.03
H -6.230384 0.060100 3.373355 -0.08 -0.04 -0.15
H 4.109612 -2.251011 2.532951 1.27 1.53 -0.82
```
Positions in Å, forces in eV/Å.

Values from the calculation:
Charge: 0
Spin multiplicity: 1

Molecular formula: C17H41N7O19S2
Method: DFT, ωB97M-V/def2-TZVPD

The geometry in XYZ format:
```
86
Properties=species:S:1:pos:R:3:forces:R:3
S 0.495727 5.222459 -0.757776 1.50 0.32 -0.80
S 0.629168 -0.255441 -0.012681 -1.45 0.24 -0.52
O 1.076699 -2.626406 4.172017 -0.47 -0.07 -0.18
O -4.824786 1.834519 0.055583 0.40 0.14 0.17
O 1.537780 -0.485949 -1.091696 -0.67 0.59 0.84
O 1.166731 6.619262 -1.243621 -0.90 -0.24 0.17
O -4.179028 -3.309021 1.275900 -0.28 0.19 0.40
O -3.851941 -1.179275 1.158919 -0.53 -0.10 0.42
O 0.142931 -0.671132 4.168677 -0.48 -0.23 -0.05
O 1.735874 4.301521 -1.264291 -1.49 0.40 0.30
O -0.656116 4.962689 -1.556118 0.54 0.11 0.63
O 0.474877 5.170305 0.666380 -0.33 -0.01 -0.35
O -2.047631 2.841094 4.306633 -0.71 -0.09 -0.02
O 2.209501 1.700185 -5.260905 0.01 0.14 -0.18
O -0.877778 -0.065525 -0.569371 1.25 -1.20 -0.12
O 6.167026 -1.218108 -3.301209 0.06 0.04 -0.04
O 2.300129 -4.442386 -1.708732 0.31 -0.18 -0.34
O 0.636719 -1.188469 1.092686 -0.02 0.91 -0.57
O 0.651236 1.276899 0.488345 2.04 -0.88 -0.04
O 1.879004 3.623820 -4.337706 0.07 0.13 -0.20
O -0.141612 3.526749 3.614830 0.42 0.39 -0.53
N 4.368248 -2.367461 -4.103098 0.59 0.32 -0.69
N 1.788216 -5.611214 0.171176 -0.65 0.57 0.47
N 1.074555 -1.431524 3.996217 1.06 0.61 0.33
N -0.866142 3.034957 4.441126 0.19 -0.34 0.43
N 1.780974 2.415653 -4.382870 0.11 -0.86 0.09
N -7.057969 1.687853 0.368976 0.23 -0.08 0.13
N -3.573208 -2.295111 1.549270 0.89 -0.04 -0.69
C -0.219594 2.552206 5.686516 0.31 0.15 0.29
C 1.072288 -5.571221 1.437152 -0.12 -0.68 0.14
C 3.417033 -1.299072 -3.837349 -0.47 -0.80 -0.04
C -0.551318 1.521444 1.167870 -1.95 0.32 0.36
C 2.393613 -6.845557 -0.252342 1.03 -0.35 -0.96
C -2.215245 -2.493952 2.186602 -0.75 0.19 -0.38
C 1.820316 -4.513248 -0.596418 0.08 0.37 -0.58
C -8.150368 1.508244 1.306204 -0.28 0.84 -0.44
C 1.113256 1.779283 -3.206182 -0.29 0.41 -0.16
C 3.841562 -3.621230 -4.552789 -1.27 -1.02 -0.14
C 2.376856 -0.776039 3.644181 0.27 -0.84 -0.65
C 5.663064 -2.229251 -3.750838 -0.24 -0.12 0.24
C -7.373580 1.802473 -1.038053 -1.00 0.37 -0.28
C -1.626622 0.750262 0.353128 0.03 0.13 0.27
C 2.599422 6.576608 -1.259389 -0.61 -1.98 -0.10
C -5.782212 1.736321 0.794154 -0.02 -0.17 -0.35
C 2.879178 5.069745 -1.562853 1.58 -0.12 -0.13
H 4.546290 -4.451747 -4.546365 0.30 0.26 0.52
H 2.952591 -1.546199 -2.879483 0.00 0.55 0.13
H 3.178379 4.889650 -2.596574 -0.50 0.19 -0.14
H 1.365785 -3.624598 -0.147058 -0.19 0.03 0.36
H 0.011508 1.503734 5.514454 -0.02 -0.03 0.03
H 0.175466 2.329472 -3.155519 0.13 0.07 0.67
H 0.151639 -6.150539 1.323682 0.17 -0.35 0.37
H 3.094255 -1.563150 3.423514 -0.08 -0.06 0.23
H 0.726736 -4.603757 1.799001 0.46 0.41 -0.62
H 3.415398 -3.692464 -5.563594 0.35 0.94 -0.21
H -7.806745 1.455823 2.336107 0.28 -0.47 -0.10
H -0.879230 2.675352 6.538214 -0.22 -0.06 -0.17
H -2.239157 1.410508 -0.254657 -0.07 -0.08 0.07
H 3.693452 4.634200 -0.977159 -0.02 0.43 0.26
H -1.822585 -1.577700 2.613068 -0.30 0.06 0.15
H -0.798927 2.580916 1.156595 0.51 0.06 -0.10
H -8.755874 0.654936 1.006177 0.01 -0.18 0.28
H -2.249252 0.100060 0.964951 0.06 0.34 -0.11
H 2.440306 -6.974723 -1.337082 -0.65 0.53 -0.06
H 2.700728 -0.198988 4.501970 -0.16 0.27 -0.09
H -1.634261 -2.726422 1.296718 0.35 -0.44 0.33
H -7.941391 2.721728 -1.217295 -0.15 -0.01 0.14
H 3.881057 -0.321009 -3.875157 0.15 -0.05 0.22
H -5.720677 1.661401 1.887325 0.25 -0.01 0.15
H 0.904354 0.719705 -3.290091 0.38 -0.02 -0.58
H 1.729213 -5.958841 2.216861 -0.28 -0.27 0.10
H 3.467834 -6.844477 -0.042755 -0.08 -0.20 0.66
H -2.357921 -3.295137 2.901234 0.44 -0.12 -0.09
H 6.217207 -3.177489 -3.857844 0.12 0.07 -0.16
H -0.530076 1.204677 2.212699 0.31 -0.20 -0.14
H 1.905688 -7.743034 0.116825 -0.09 0.21 0.47
H -6.541706 1.870567 -1.729962 0.49 -0.31 0.57
H -8.017983 0.973407 -1.335591 0.06 -0.09 -0.05
H 2.974890 -3.872139 -3.934443 0.30 -0.26 0.30
H 1.813823 1.955166 -2.395796 -0.42 0.15 0.29
H 2.925380 7.161650 -2.109570 0.13 0.42 0.30
H -8.793233 2.395144 1.304218 -0.13 -0.05 -0.23
H 2.618223 -1.342516 -4.579897 0.13 0.08 -0.14
H 0.685136 3.135801 5.819396 0.05 -0.09 -0.04
H 2.983865 6.842862 -0.279392 0.13 0.40 -0.13
H 2.232979 -0.229794 2.716016 -0.17 0.40 0.37
```
Positions in Å, forces in eV/Å.

Values from the calculation:
Charge: 0
Spin multiplicity: 1

Molecular formula: C17H42B2NO8
Method: DFT, ωB97M-V/def2-TZVPD

The geometry in XYZ format:
```
70
Properties=species:S:1:pos:R:3:forces:R:3
O 2.873717 0.263223 -3.917247 -0.28 -0.27 1.14
O 2.968006 -5.644547 -1.066859 -2.01 -0.11 0.48
O 3.424685 1.236879 -1.927580 -0.44 -2.92 -1.96
O -1.074911 -2.927837 -0.446353 -0.36 -1.61 -0.08
O -4.893451 4.111908 1.242642 0.04 0.39 0.15
O -3.114713 6.389268 0.664030 -0.10 -0.35 -0.06
O 1.887779 3.873051 0.928806 -0.05 -0.17 0.36
O 2.388724 2.320471 3.383188 0.02 0.43 -0.03
N 0.823788 -4.996897 -2.275068 0.75 -1.51 -0.26
C -2.008579 5.510757 0.829870 0.09 0.16 -0.02
C -2.078255 -3.711908 -1.104888 -1.40 0.13 -0.40
C -5.274928 5.273308 0.510497 0.22 -0.43 -0.29
C 1.110958 -4.594536 -3.678704 -0.63 1.43 -0.31
C 3.432818 3.230179 3.692170 -0.04 -0.20 0.03
C 1.082948 -3.098492 0.858483 -0.85 -0.84 -0.22
C -4.707778 4.379424 2.624805 -0.02 -0.18 -0.05
C -4.089747 5.872726 -0.236900 -0.13 0.38 0.34
C 0.926299 3.042673 1.571734 0.15 0.50 0.05
C 3.240843 -1.229193 -1.800213 -0.45 0.39 -0.92
C 3.186760 0.175521 -2.529871 0.38 1.45 1.75
C -0.417892 -3.643750 0.621333 1.00 1.17 2.05
C 1.792989 -1.836067 -1.465537 -0.25 1.23 -0.07
C 2.920681 3.118292 0.297577 -0.09 0.09 -0.22
C -3.059084 -4.520493 -0.137150 0.69 -0.22 -0.59
C 1.164557 2.981308 3.076001 0.00 -0.53 -0.22
C 0.412699 -6.419258 -2.161274 -0.69 -0.34 -0.12
B 2.026225 -3.159554 -0.496912 -0.02 0.50 -0.03
B 1.927016 -4.621841 -1.317275 0.53 -0.56 -0.01
H -6.027726 4.957460 -0.219620 0.01 0.04 0.00
H 3.167960 -3.091779 -0.103112 0.48 0.09 0.26
H -3.461984 -3.839437 0.671706 0.35 -0.93 -0.89
H 2.692874 -6.021126 -0.199872 0.73 0.34 -0.64
H 1.919623 0.109161 -4.061002 0.64 -0.22 0.31
H -4.176529 3.534394 3.065567 -0.07 0.00 -0.10
H 1.565435 -3.799714 1.622261 -0.79 0.95 -0.59
H 1.246970 -7.174157 -2.325001 -0.89 0.77 0.00
H 3.790509 -1.072607 -0.822455 -0.64 -0.14 -1.32
H -4.445127 6.715095 -0.838734 -0.03 -0.02 -0.03
H 3.481353 4.054558 2.977112 -0.04 -0.01 -0.01
H 1.163584 -2.052651 -2.391898 0.90 0.42 0.86
H -1.357424 5.567202 -0.048673 0.05 -0.12 0.06
H 0.824144 -5.381535 -4.449958 0.63 0.74 1.10
H 0.922903 2.039422 1.133205 0.06 0.00 0.10
H 3.289119 3.628084 4.703419 0.06 0.10 0.00
H 4.377734 2.685525 3.659546 -0.11 -0.04 0.02
H 2.186124 -4.228681 -3.824652 -1.33 -0.75 0.00
H 3.740801 3.798249 0.059102 -0.12 0.05 0.01
H 1.093507 -2.025623 1.256731 -0.28 -1.41 -0.26
H 2.546166 2.684084 -0.629707 0.13 -0.02 0.16
H -2.729444 -2.970282 -1.693081 0.99 -0.87 0.84
H -5.737762 6.014891 1.170341 0.11 0.02 -0.01
H -3.890755 -4.948248 -0.792955 0.93 0.63 0.99
H -0.440023 -6.584808 -2.905555 1.12 -0.04 0.86
H 3.304462 2.326622 0.945273 -0.08 0.00 -0.02
H -0.984348 -3.393263 1.594414 0.38 -0.64 -1.25
H -2.326523 4.477316 0.984982 -0.04 0.02 -0.04
H 1.140725 3.983797 3.517619 0.05 0.02 -0.09
H -2.485662 -5.408488 0.306462 -1.00 1.32 -0.39
H 3.805704 -1.974983 -2.455731 -0.65 1.00 0.85
H -0.413422 -4.773052 0.514290 0.05 1.26 -0.31
H 0.362560 2.393795 3.534118 -0.03 0.01 -0.01
H -3.643585 5.139444 -0.916703 -0.05 -0.05 0.10
H -0.042021 -6.650503 -1.131165 0.70 0.52 -1.28
H -4.118489 5.284490 2.791691 -0.03 0.00 -0.05
H 0.444912 -3.683981 -3.910811 0.94 -1.14 0.09
H -5.681257 4.477407 3.116946 0.03 0.07 0.09
H -1.675446 -4.444361 -1.876929 0.05 0.86 1.03
H -0.056420 3.491592 1.389704 -0.03 -0.05 0.05
H 1.199912 -1.054056 -0.862147 0.82 -0.83 -0.91
H -1.445291 5.836132 1.705966 -0.05 0.07 -0.08
```
Positions in Å, forces in eV/Å.

Values from the calculation:
Charge: -1
Spin multiplicity: 1

Record-wise LUMO level values, in eV: 2.6, -0.5, -0.3, 2.4